{"formula": "C68H152O34S5", "method": "wB97M-V/def2-TZVPD", "species": ["C", "C", "C", "S", "O", "O", "C", "H", "H", "H", "H", "H", "H", "H", "H", "C", "C", "C", "S", "O", "O", "C", "H", "H", "H", "H", "H", "H", "H", "H", "C", "C", "C", "S", "O", "O", "C", "H", "H", "H", "H", "H", "H", "H", "H", "C", "C", "C", "S", "O", "O", "C", "H", "H", "H", "H", "H", "H", "H", "H", "C", "C", "C", "S", "O", "O", "C", "H", "H", "H", "H", "H", "H", "H", "H", "C", "O", "C", "C", "O", "C", "C", "O", "C", "H", "H", "H", "H", "H", "H", "H", "H", "H", "H", "H", "H", "H", "H", "C", "O", "C", "C", "O", "C", "C", "O", "C", "H", "H", "H", "H", "H", "H", "H", "H", "H", "H", "H", "H", "H", "H", "C", "O", "C", "C", "O", "C", "C", "O", "C", "H", "H", "H", "H", "H", "H", "H", "H", "H", "H", "H", "H", "H", "H", "C", "O", "C", "C", "O", "C", "C", "O", "C", "H", "H", "H", "H", "H", "H", "H", "H", "H", "H", "H", "H", "H", "H", "C", "O", "C", "C", "O", "C", "C", "O", "C", "H", "H", "H", "H", "H", "H", "H", "H", "H", "H", "H", "H", "H", "H", "C", "O", "C", "C", "O", "C", "C", "O", "C", "H", "H", "H", "H", "H", "H", "H", "H", "H", "H", "H", "H", "H", "H", "C", "O", "C", "C", "O", "C", "C", "O", "C", "H", "H", "H", "H", "H", "H", "H", "H", "H", "H", "H", "H", "H", "H", "C", "O", "C", "C", "O", "C", "C", "O", "C", "H", "H", "H", "H", "H", "H", "H", "H", "H", "H", "H", "H", "H", "H"], "positions_angstrom": [[-6.5229, 1.8765, -2.8706], [-6.0736, 0.9110, -1.7388], [-7.1896, 0.8265, -0.7430], [-8.1144, 2.3692, -0.8312], [-7.9459, 3.1021, 0.3516], [-9.4371, 2.1038, -1.3593], [-7.1537, 3.0892, -2.2111], [-7.2856, 1.3066, -3.4076], [-5.5993, 2.1458, -3.3873], [-5.2489, 1.4232, -1.2381], [-5.6816, -0.0269, -2.1503], [-6.8284, 0.7256, 0.2302], [-8.0264, 0.0927, -0.9815], [-6.4641, 3.7377, -1.6957], [-7.8363, 3.5490, -2.9240], [-4.2961, -3.4702, -2.0227], [-5.4647, -4.4451, -2.1159], [-6.4193, -3.7683, -3.1691], [-5.4424, -2.8052, -4.2909], [-5.8708, -1.4063, -4.2361], [-5.4624, -3.4492, -5.5894], [-3.8808, -3.0756, -3.4824], [-3.5038, -3.9457, -1.4544], [-4.4811, -2.4912, -1.5500], [-5.9950, -4.5453, -1.1676], [-5.1786, -5.4935, -2.3970], [-7.1187, -3.0554, -2.6746], [-7.0262, -4.4523, -3.7744], [-3.2942, -2.2312, -3.6004], [-3.3764, -3.8953, -3.9398], [-3.1929, 0.0749, -6.7206], [-1.6747, -0.2492, -6.5822], [-1.3191, -0.3679, -5.0868], [-2.4055, 0.8113, -4.3261], [-1.7535, 2.0743, -4.0789], [-3.0379, 0.1605, -3.2551], [-3.6005, 0.9647, -5.6076], [-3.7760, -0.8369, -6.7264], [-3.3930, 0.6730, -7.6303], [-1.0448, 0.5377, -7.0219], [-1.3185, -1.1031, -7.1923], [-0.2801, -0.1275, -4.9796], [-1.5803, -1.3818, -4.7018], [-3.6236, 2.0039, -5.9987], [-4.5843, 0.7491, -5.2504], [-5.9348, -2.0559, 4.7191], [-6.5482, -3.4482, 4.6785], [-7.3537, -3.4911, 3.3084], [-6.4657, -2.4957, 2.1850], [-7.2631, -1.3307, 1.8287], [-5.9552, -3.3104, 1.0751], [-5.1972, -2.0732, 3.3748], [-5.2091, -2.0377, 5.4923], [-6.7307, -1.2816, 4.7859], [-7.2265, -3.4764, 5.5398], [-5.6583, -4.0816, 4.7099], [-8.3629, -3.2244, 3.4246], [-7.3154, -4.4944, 2.9164], [-4.9062, -1.0895, 3.0557], [-4.3297, -2.7369, 3.2546], [-0.8197, 1.5969, -0.3407], [-1.6340, 0.3455, 0.0025], [-1.0095, -0.8592, -0.7141], [0.5953, -0.3932, -1.2051], [0.4679, -0.0171, -2.5882], [1.5196, -1.4006, -0.8878], [0.6814, 1.1897, -0.2958], [-0.9764, 2.3122, 0.4343], [-1.0460, 1.9880, -1.2938], [-2.7032, 0.4807, -0.2485], [-1.6061, 0.2361, 1.0804], [-1.5599, -1.0550, -1.6393], [-0.9067, -1.7121, -0.0345], [1.4334, 1.7936, -0.8641], [0.9953, 0.9363, 0.7041], [-1.2548, -1.1161, 5.6253], [-2.2932, -0.5203, 4.8324], [-2.3543, 0.9018, 4.6772], [-3.3362, 1.2884, 3.5888], [-4.7134, 1.1110, 3.9269], [-5.6058, 1.7347, 3.0462], [-5.7306, 3.2077, 3.2181], [-4.6368, 3.9619, 2.6771], [-5.1836, 5.0653, 1.8912], [-0.2813, -0.7555, 5.3689], [-1.2684, -2.1746, 5.4156], [-1.4409, -0.9408, 6.7166], [-1.3111, 1.3428, 4.5362], [-2.8084, 1.3106, 5.6300], [-3.1011, 0.7740, 2.6544], [-3.2321, 2.3314, 3.2765], [-6.5897, 1.2227, 3.1875], [-5.2809, 1.6012, 1.9785], [-5.7439, 3.3360, 4.2687], [-6.6565, 3.5799, 2.7235], [-4.4296, 5.5573, 1.2745], [-5.6505, 5.8342, 2.5823], [-6.0117, 4.7064, 1.2895], [4.5702, -0.2098, 0.2473], [4.7951, -0.1355, -1.0967], [5.6148, 0.9107, -1.4176], [4.8535, 2.0538, -1.8219], [4.1217, 2.5561, -0.7251], [3.3538, 3.6973, -1.0285], [4.1882, 4.9881, -0.9807], [4.5933, 5.3378, 0.3584], [5.8720, 5.9694, 0.3723], [3.7334, -0.9091, 0.3647], [4.4328, 0.7701, 0.6695], [5.3581, -0.7401, 0.7659], [6.1010, 0.5654, -2.2690], [6.3871, 1.0714, -0.6474], [4.1551, 1.6911, -2.6083], [5.4702, 2.8069, -2.2575], [2.5712, 3.7865, -0.2710], [2.7891, 3.5305, -1.9692], [3.5926, 5.7677, -1.5443], [5.1247, 4.8879, -1.5275], [6.6190, 5.3422, -0.1234], [6.0379, 6.1766, 1.4533], [5.9369, 6.9843, -0.1204], [2.5181, -1.0199, -4.6897], [3.2113, -0.7494, -5.8542], [4.5409, -0.7223, -5.7567], [5.2435, -0.4776, -7.1476], [5.1283, -1.6659, -7.9522], [6.1250, -2.5660, -7.7500], [5.6781, -4.0010, -7.8372], [5.0874, -4.4817, -6.5849], [3.7842, -3.9915, -6.3239], [1.5588, -1.3955, -4.9315], [2.4479, -0.1788, -4.0624], [3.0765, -1.7866, -4.1077], [5.0154, -1.4980, -5.1850], [4.7721, 0.2135, -5.1313], [6.3125, -0.2217, -6.9156], [4.7001, 0.2888, -7.6851], [6.5342, -2.4354, -6.8309], [6.8986, -2.5572, -8.5298], [6.6098, -4.6352, -7.9354], [5.0701, -4.2381, -8.7298], [3.0434, -4.7024, -6.8525], [3.5102, -3.0183, -6.6645], [3.5199, -4.0780, -5.3104], [6.0529, -3.0356, -2.7996], [5.2305, -3.9886, -2.1946], [4.5959, -3.4872, -1.0105], [4.1869, -4.6021, -0.0746], [3.6585, -4.1973, 1.1651], [3.2592, -5.3411, 1.8826], [2.6917, -4.7799, 3.1900], [2.0103, -5.7709, 3.9098], [1.3511, -5.1152, 5.0447], [6.9162, -2.6786, -2.1765], [5.5905, -2.0605, -3.0812], [6.4157, -3.5827, -3.6710], [3.8013, -2.7508, -1.1885], [5.3029, -2.8230, -0.5324], [5.0858, -5.2074, 0.1577], [3.5046, -5.2365, -0.6037], [4.0927, -6.0456, 2.0285], [2.4652, -5.8543, 1.4214], [1.9699, -3.9435, 3.0015], [3.5385, -4.2350, 3.7438], [0.6698, -5.8013, 5.5681], [0.8229, -4.2065, 4.7109], [2.1084, -4.7804, 5.7935], [0.2561, -1.2707, 2.7755], [1.3565, -1.1578, 3.5928], [2.5348, -0.8567, 2.8107], [3.7399, -0.8884, 3.7081], [3.7738, 0.2449, 4.5956], [5.0742, 0.7052, 4.8791], [5.5434, 1.6108, 3.7624], [4.7362, 2.7509, 3.6829], [5.0302, 3.6249, 2.6238], [-0.5956, -1.3676, 3.4360], [0.3122, -2.1213, 2.0537], [0.0775, -0.3795, 2.1449], [2.3273, 0.1852, 2.3831], [2.6360, -1.6180, 2.0107], [4.6889, -0.8714, 3.1171], [3.6272, -1.8694, 4.2061], [5.7856, -0.0520, 5.0397], [4.9791, 1.3237, 5.8466], [5.4788, 1.0910, 2.7773], [6.5700, 1.8452, 3.7965], [4.3591, 4.4574, 2.5811], [4.9323, 3.1858, 1.5814], [6.0165, 4.1874, 2.6087], [0.8622, -3.8529, -3.0249], [-0.1161, -4.1799, -2.0167], [0.5341, -4.7054, -0.8494], [-0.5280, -5.1214, 0.0968], [-0.8977, -3.9591, 0.8530], [-2.2634, -3.9281, 1.2412], [-2.5662, -4.9907, 2.2847], [-2.7806, -6.2309, 1.6528], [-2.5947, -7.2796, 2.5194], [0.3670, -3.2236, -3.7346], [1.2765, -4.8082, -3.3467], [1.6949, -3.3468, -2.6156], [1.1884, -3.9847, -0.3751], [1.0204, -5.6485, -1.1141], [-0.1476, -5.9267, 0.7559], [-1.4178, -5.4258, -0.5272], [-2.8721, -4.1252, 0.3368], [-2.3792, -3.0003, 1.7163], [-3.3836, -4.6611, 2.8720], [-1.7906, -5.1243, 3.0690], [-3.0220, -8.1692, 2.1360], [-3.0764, -7.1050, 3.4928], [-1.5347, -7.4611, 2.6479], [2.0833, 5.8978, -4.5920], [2.2264, 4.5198, -4.2798], [0.9669, 3.9715, -3.9593], [0.1428, 4.7229, -2.9191], [0.9318, 5.0003, -1.7400], [0.0856, 5.5468, -0.7108], [0.9720, 6.3357, 0.2384], [1.0782, 7.6428, -0.0773], [2.2435, 8.3113, 0.3753], [1.8518, 6.5781, -3.7332], [1.3725, 6.0409, -5.4432], [3.0867, 6.3252, -4.9747], [1.2003, 2.9252, -3.6498], [0.3445, 3.7537, -4.8589], [-0.6552, 4.0626, -2.6342], [-0.3272, 5.6626, -3.3295], [-0.3574, 4.7509, -0.1287], [-0.6485, 6.2823, -0.9975], [1.9548, 5.8382, 0.3191], [0.5404, 6.2194, 1.2913], [2.2706, 8.2759, 1.5388], [2.2400, 9.2804, -0.0883], [3.1943, 7.8393, -0.0062], [2.8413, 1.7840, 9.2273], [2.2181, 1.3308, 8.0825], [1.7088, 2.4069, 7.3015], [0.7801, 1.7616, 6.2401], [0.3827, 2.5530, 5.1056], [1.3703, 2.5702, 4.0770], [0.8628, 3.5921, 3.0172], [-0.3042, 3.3357, 2.2620], [-1.4112, 4.1316, 2.5555], [2.2017, 2.4987, 9.7910], [3.7715, 2.2825, 8.8826], [3.1519, 0.9752, 9.8793], [2.4496, 2.9088, 6.7221], [1.2040, 3.1730, 7.8533], [-0.1711, 1.4743, 6.7294], [1.3533, 0.8587, 5.9161], [1.4685, 1.5674, 3.6653], [2.2510, 2.9033, 4.5593], [1.6422, 3.7294, 2.2641], [0.7071, 4.4476, 3.6863], [-2.2856, 3.7840, 1.9383], [-1.2072, 5.2258, 2.3588], [-1.8331, 4.1042, 3.5574]], "lowdin_charge": [-0.210, -0.221, -0.225, 0.653, -0.311, -0.327, -0.206, 0.125, 0.108, 0.110, 0.092, 0.045, 0.135, 0.093, 0.106, -0.197, -0.180, -0.218, 0.671, -0.333, -0.334, -0.199, 0.083, 0.123, 0.090, 0.133, 0.115, 0.103, 0.033, 0.104, -0.204, -0.191, -0.217, 0.631, -0.301, -0.308, -0.250, 0.110, 0.124, 0.115, 0.123, 0.071, 0.111, 0.124, 0.082, -0.204, -0.185, -0.212, 0.682, -0.318, -0.337, -0.226, 0.107, 0.139, 0.118, 0.114, 0.090, 0.095, 0.075, 0.095, -0.180, -0.184, -0.209, 0.633, -0.318, -0.286, -0.146, 0.073, 0.085, 0.119, 0.077, 0.094, 0.086, 0.106, 0.071, -0.096, -0.218, -0.154, -0.171, -0.142, -0.211, -0.197, -0.218, -0.070, 0.048, 0.079, 0.106, 0.130, 0.146, 0.114, 0.090, 0.145, 0.139, 0.120, 0.121, 0.082, 0.107, 0.055, -0.139, -0.152, -0.247, -0.193, -0.144, -0.183, -0.169, -0.231, -0.112, 0.070, 0.078, 0.087, 0.110, 0.153, 0.147, 0.124, 0.107, 0.111, 0.135, 0.104, 0.089, 0.092, 0.098, -0.090, -0.163, -0.263, -0.110, -0.122, -0.265, -0.156, -0.184, -0.110, 0.068, 0.062, 0.102, 0.092, 0.143, 0.137, 0.123, 0.090, 0.132, 0.138, 0.132, 0.114, 0.061, 0.058, -0.130, -0.160, -0.186, -0.193, -0.132, -0.186, -0.231, -0.176, -0.075, 0.101, 0.072, 0.090, 0.110, 0.102, 0.139, 0.110, 0.139, 0.101, 0.115, 0.141, 0.085, 0.074, 0.095, -0.122, -0.190, -0.185, -0.153, -0.132, -0.178, -0.213, -0.164, -0.118, 0.062, 0.096, 0.077, 0.131, 0.116, 0.124, 0.126, 0.106, 0.157, 0.115, 0.111, 0.064, 0.095, 0.096, -0.072, -0.182, -0.212, -0.170, -0.163, -0.155, -0.196, -0.169, -0.128, 0.076, 0.094, 0.045, 0.116, 0.128, 0.132, 0.147, 0.116, 0.103, 0.088, 0.137, 0.078, 0.097, 0.089, -0.129, -0.188, -0.220, -0.180, -0.156, -0.146, -0.263, -0.169, -0.082, 0.090, 0.097, 0.108, 0.126, 0.128, 0.098, 0.140, 0.106, 0.130, 0.107, 0.131, 0.124, 0.076, 0.084, -0.138, -0.175, -0.187, -0.162, -0.172, -0.145, -0.153, -0.204, -0.135, 0.096, 0.095, 0.084, 0.107, 0.117, 0.123, 0.127, 0.105, 0.099, 0.119, 0.131, 0.089, 0.096, 0.086], "energy_ev": -196753.0461, "lumo_energy_ev": 0.38, "homo_ev": -9.05, "molar_mass_g_mol": 1674.3, "orbital_gap_ev": 9.42, "fmax_ev_per_a": 4.62, "spin_multiplicity": 1}